1.
{
  "formula": "C5H7NOS",
  "method": "ωB97M-V with the def2-TZVPD basis set",
  "relative_energy_kcal_mol": 37.01,
  "largest_force_ha_per_bohr": 0.0508,
  "elements": ["S", "C", "N", "C", "C", "O", "C", "C", "H", "H", "H", "H", "H", "H", "H"],
  "positions_angstrom": [[-3.687, 0.625, 1.599], [-2.337, 0.210, 0.711], [-1.043, 0.342, 1.153], [0.102, 0.204, 0.368], [1.220, 0.858, 0.566], [2.254, 0.593, -0.307], [1.747, -0.546, -1.075], [0.194, -0.645, -0.865], [-2.481, -0.316, -0.241], [-0.969, 0.718, 2.060], [1.400, 1.633, 1.321], [1.958, -0.401, -2.136], [2.209, -1.472, -0.691], [-0.344, -0.151, -1.668], [-0.224, -1.654, -0.797]]
}

=====

2.
{
  "formula": "C16H33CuF12N5O11S4",
  "method": "ωB97M-V with the def2-TZVPD basis set",
  "relative_energy_kcal_mol": 42.85,
  "largest_force_ha_per_bohr": 0.1244,
  "multiplicity": 2,
  "elements": ["Cu", "C", "F", "F", "F", "S", "O", "O", "N", "S", "O", "O", "C", "F", "F", "F", "C", "F", "F", "F", "S", "O", "O", "N", "S", "O", "O", "C", "F", "F", "F", "C", "C", "C", "O", "C", "N", "H", "H", "H", "H", "H", "H", "H", "H", "H", "H", "H", "C", "C", "C", "O", "C", "N", "H", "H", "H", "H", "H", "H", "H", "H", "H", "H", "H", "C", "C", "C", "O", "C", "N", "H", "H", "H", "H", "H", "H", "H", "H", "H", "H", "H"],
  "positions_angstrom": [[0.001, -1.144, -0.372], [2.591, -1.079, 3.482], [3.705, -0.441, 3.915], [2.483, -2.212, 4.180], [1.562, -0.322, 3.742], [2.672, -1.332, 1.527], [2.588, 0.062, 1.098], [3.874, -2.068, 1.180], [1.170, -2.135, 1.033], [1.298, -3.624, 1.544], [0.676, -4.538, 0.550], [2.599, -4.097, 2.071], [0.034, -3.672, 3.081], [-0.699, -2.540, 3.082], [-0.810, -4.715, 2.993], [0.677, -3.827, 4.219], [-1.347, -2.231, -4.170], [-0.513, -3.110, -3.672], [-0.684, -1.227, -4.742], [-2.150, -2.820, -5.038], [-2.474, -1.588, -2.673], [-2.366, -0.126, -2.810], [-3.774, -2.192, -2.971], [-1.599, -2.124, -1.275], [-2.672, -3.043, -0.523], [-2.122, -3.369, 0.796], [-4.040, -2.544, -0.371], [-2.541, -4.768, -1.444], [-3.236, -4.819, -2.603], [-1.321, -4.919, -1.755], [-2.914, -5.689, -0.556], [-0.232, 4.595, 1.861], [0.512, 3.468, 1.272], [1.955, 3.832, 1.025], [2.616, 2.771, 0.269], [4.027, 2.771, 0.292], [0.319, 2.350, 2.146], [0.073, 4.968, 2.839], [-1.283, 4.320, 1.947], [-0.140, 5.386, 1.117], [0.046, 3.220, 0.318], [2.406, 3.921, 2.013], [2.081, 4.795, 0.531], [4.418, 3.680, -0.164], [4.332, 1.869, -0.240], [4.408, 2.757, 1.313], [1.207, 1.881, 2.255], [0.052, 2.574, 3.093], [-3.530, -0.306, 2.000], [-2.647, 0.194, 0.852], [-2.810, 1.704, 0.528], [-2.059, 1.965, -0.630], [-2.284, 3.276, -1.198], [-1.246, -0.026, 1.232], [-3.303, 0.265, 2.900], [-3.410, -1.356, 2.267], [-4.564, -0.057, 1.762], [-2.886, -0.474, 0.024], [-2.534, 2.333, 1.374], [-3.860, 1.936, 0.349], [-1.674, 3.513, -2.070], [-2.152, 4.036, -0.428], [-3.316, 3.363, -1.538], [-0.882, 0.865, 1.539], [-1.297, -0.598, 2.063], [1.432, 2.262, -2.685], [0.941, 0.829, -2.318], [2.059, -0.249, -2.466], [1.392, -1.456, -2.097], [2.323, -2.538, -2.043], [0.537, 0.891, -0.886], [0.686, 3.022, -2.453], [1.531, 2.406, -3.761], [2.395, 2.567, -2.274], [0.059, 0.608, -2.919], [2.822, 0.010, -1.732], [2.423, -0.320, -3.491], [3.095, -2.304, -1.311], [2.799, -2.735, -3.003], [1.744, -3.427, -1.793], [-0.346, 1.381, -0.881], [1.100, 1.511, -0.321]]
}

=====

3.
{
  "formula": "C7H11N3O",
  "method": "ωB97M-V with the def2-TZVPD basis set",
  "relative_energy_kcal_mol": 225.95,
  "largest_force_ha_per_bohr": 0.1272,
  "elements": ["C", "C", "C", "C", "C", "C", "C", "H", "H", "H", "H", "H", "H", "H", "H", "H", "H", "H", "N", "N", "N", "O"],
  "positions_angstrom": [[1.110, -0.802, -2.410], [1.020, -0.090, -1.033], [1.498, 2.341, 1.307], [-0.148, 0.332, 0.785], [-0.633, 0.369, 2.159], [-0.154, -0.464, -0.281], [-0.706, -1.647, -0.644], [1.355, -0.068, -3.641], [1.773, -1.808, -2.344], [-0.192, -1.332, -2.592], [0.634, 2.914, 1.965], [2.150, 3.181, 0.764], [2.575, 1.850, 1.894], [-0.568, 1.616, 2.631], [-1.665, -0.059, 2.376], [0.096, -0.120, 2.879], [-0.294, -2.403, -1.316], [-1.871, 0.041, 0.024], [1.745, 0.771, -0.557], [0.929, 1.175, 0.670], [-1.978, -1.761, -0.566], [-2.599, -0.667, 0.154]]
}